Density functional theory data (ωB97M-V with the def2-TZVPD basis set) for C15H20F10N3O5PS2Tc as an isolated structure.

Summary:
* calculated total energy: -3340.67446 Ha
* energy above the lowest of the compared OMol25 structures with the same formula, charge and spin: 0.0 kJ/mol
* Kohn-Sham gap (alpha / beta): 7.9 / 6.5 eV
* expectation value of S²: 3.7694

The geometry in ORCA input format:
```
! RIJCOSX wB97M-V def2-TZVPD def2/J DEFGRID3
* xyz 2 4
Tc 0.875 -0.093 -0.140
C 3.786 -0.122 0.727
N 2.433 0.130 1.306
C 2.443 1.511 1.874
C 2.167 -0.874 2.386
C 0.672 -0.997 2.574
N 0.127 -1.234 1.238
C -1.045 -1.982 1.071
C -1.135 -2.924 0.049
F -0.079 -3.119 -0.744
C -2.282 -3.680 -0.128
F -2.310 -4.570 -1.106
C -3.371 -3.518 0.707
C -3.295 -2.582 1.722
F -4.329 -2.375 2.525
C -2.153 -1.824 1.904
F -2.125 -0.877 2.857
H 4.521 -0.053 1.530
H 4.003 0.638 -0.020
H 3.820 -1.114 0.287
H 3.304 1.600 2.537
H 1.528 1.694 2.425
H 2.532 2.232 1.064
H 2.682 -0.562 3.297
H 2.577 -1.828 2.056
H 0.242 -0.089 3.006
H 0.428 -1.830 3.234
H -4.265 -4.111 0.570
F 3.738 -1.676 -3.985
C 3.682 -0.493 -3.436
F 3.717 0.467 -4.323
F 4.624 -0.340 -2.527
S 2.055 -0.357 -2.515
O 2.041 -1.362 -1.392
O 1.960 0.954 -1.818
N 0.990 -0.619 -3.588
S -0.520 -0.740 -3.069
O -0.594 -0.248 -1.644
O -1.150 -1.969 -3.347
C -1.380 0.619 -4.006
F -1.146 0.465 -5.284
F -0.915 1.787 -3.583
F -2.667 0.520 -3.736
C -1.748 2.842 2.315
P -1.459 2.260 0.657
C -2.872 1.302 0.142
C -1.282 3.656 -0.434
O -0.150 1.432 0.656
H -2.626 3.487 2.332
H -0.889 3.412 2.667
H -1.923 1.991 2.975
H -3.743 1.955 0.072
H -3.078 0.524 0.877
H -2.687 0.849 -0.830
H -2.160 4.298 -0.366
H -1.172 3.309 -1.462
H -0.399 4.230 -0.153
*
```